No. 1
C14H33ClGaNO6 as an isolated structure. Source: OMol25; level of theory: ωB97M-V with the def2-TZVPD basis set.

Calculated values
highest occupied orbital energy: 0.69 eV
HOMO-LUMO gap: 3.4 eV

ORCA input file:
```
! RIJCOSX wB97M-V def2-TZVPD def2/J DEFGRID3
* xyz -2 1
C -3.78 -4.33 -2.25
C -2.30 -4.04 -1.92
N -2.08 -3.73 -0.51
Ga -0.39 -2.79 -0.16
C 1.01 -3.98 0.75
O 2.22 -3.70 0.55
O 0.58 -4.94 1.44
C -0.76 -1.03 0.90
Cl -0.10 -1.07 2.60
C -2.24 -0.68 0.96
C -2.66 0.03 -0.33
H -4.34 -3.41 -2.45
H -4.25 -4.82 -1.39
H -3.86 -4.98 -3.12
H -1.97 -3.20 -2.54
H -1.74 -4.93 -2.23
H -1.94 -4.62 -0.06
H 0.17 -2.29 -1.63
H -0.24 -0.22 0.39
H -2.43 0.01 1.79
H -2.84 -1.58 1.08
H -3.72 0.26 -0.35
H -2.41 -0.60 -1.19
H -2.09 0.96 -0.44
C -0.68 2.78 1.55
O -1.77 2.56 2.42
C -1.40 2.50 3.79
C -1.80 3.76 4.52
O -1.09 4.91 4.07
C -1.82 5.69 3.15
H -1.10 3.01 0.57
H -0.07 3.63 1.88
H -0.06 1.88 1.47
H -0.33 2.32 3.89
H -1.92 1.65 4.23
H -1.58 3.64 5.59
H -2.88 3.92 4.42
H -2.64 6.23 3.65
H -2.24 5.07 2.35
H -1.14 6.41 2.71
C 3.65 -1.72 -1.57
O 3.27 -1.19 -2.85
C 2.66 0.07 -2.77
C 3.60 1.18 -3.18
O 4.70 1.34 -2.29
C 5.87 0.68 -2.71
H 4.25 -2.61 -1.75
H 4.25 -1.00 -1.01
H 2.78 -2.00 -0.98
H 2.27 0.25 -1.76
H 1.81 0.07 -3.46
H 3.06 2.13 -3.20
H 3.98 0.98 -4.19
H 6.32 1.20 -3.57
H 5.66 -0.36 -2.99
H 6.57 0.69 -1.88
*
```

natural (NBO) atomic charge list, values in e, 5 entries:
1 C -0.62
2 C -0.21
3 N -1.09
4 Ga 1.02
5 C 0.46

***

No. 2
C3H11N2 as an isolated structure. Source: OMol25; level of theory: ωB97M-V with the def2-TZVPD basis set.

Calculated values
highest occupied orbital energy (alpha / beta): -21.84 / -22.03 eV
HOMO-LUMO gap (alpha / beta): 13.7 / 7.5 eV

ORCA input file:
```
! RIJCOSX wB97M-V def2-TZVPD def2/J DEFGRID3
* xyz 2 2
C 1.25 0.84 -0.32
C 0.61 0.35 0.98
C -0.99 0.14 0.90
N -1.32 -1.07 0.06
N 0.74 -0.07 -1.47
H 2.35 0.88 -0.45
H 0.93 1.90 -0.71
H 0.88 -0.60 1.32
H 0.76 0.98 1.84
H -1.39 0.01 2.02
H -1.65 0.90 0.43
H -1.35 -1.92 0.80
H -0.26 -1.20 -0.70
H -2.03 -1.00 -0.68
H 1.30 -0.61 -2.00
H 0.16 0.47 -2.01
*
```

natural (NBO) atomic charge list, values in e, 5 entries:
1 C -0.26
2 C -0.42
3 C -0.26
4 N -0.68
5 N -0.36

***

No. 3
C8H22CaCl2O5PS as an isolated structure. Source: OMol25; level of theory: ωB97M-V with the def2-TZVPD basis set.

Calculated values
highest occupied orbital energy: -7.80 eV
HOMO-LUMO gap: 3.5 eV

ORCA input file:
```
! RIJCOSX wB97M-V def2-TZVPD def2/J DEFGRID3
* xyz 1 1
C 4.27 -2.57 -1.65
S 2.48 -2.67 -1.00
C 1.97 -4.46 -1.17
C 0.49 -4.69 -1.85
C -0.74 -3.88 -1.12
C -1.20 -2.50 -1.93
O -2.54 -2.13 -1.45
H 4.35 -2.75 -2.81
H 4.71 -1.48 -1.44
H 4.96 -3.38 -1.10
H 2.63 -2.29 0.37
H 2.75 -4.96 -1.92
H 2.12 -5.00 -0.13
H 0.52 -4.47 -3.00
H 0.27 -5.86 -1.76
H -1.69 -4.60 -1.16
H -0.57 -3.63 0.01
H -1.24 -2.65 -3.10
H -0.46 -1.59 -1.73
H -2.46 -1.60 -0.58
C -3.59 2.68 1.09
O -2.60 1.71 1.31
P -1.00 2.23 0.92
O -0.48 0.80 1.07
O -0.88 3.02 2.36
C -0.99 2.27 3.56
O 0.60 2.76 0.52
C 0.62 3.92 -0.28
H -4.55 2.30 1.43
H -3.36 3.60 1.64
H -3.66 2.90 0.02
H -0.79 1.21 3.42
H -2.00 2.40 3.97
H -0.28 2.67 4.29
H 0.11 4.74 0.23
H 0.14 3.71 -1.24
H 1.66 4.21 -0.46
Cl 0.05 6.12 1.43
Cl 1.85 6.29 2.67
Ca -1.45 7.61 0.59
*
```

natural (NBO) atomic charge list, values in e, 5 entries:
1 C -0.76
2 S 0.55
3 C -0.54
4 C -0.43
5 C -0.47

***

No. 4
A 5-piece molecular cluster, C19H40FO15P overall. Source: OMol25; level of theory: ωB97M-V with the def2-TZVPD basis set.

Calculated values
highest occupied orbital energy: -9.02 eV
SMILES string: COC[PH2](F)CCCOC(C)=O.COC(=O)OC.COC(=O)OC.COC(=O)OC.COC(=O)OC
HOMO-LUMO gap: 9.5 eV

ORCA input file:
```
! RIJCOSX wB97M-V def2-TZVPD def2/J DEFGRID3
* xyz 0 1
C 2.84 -4.53 -1.37
O 1.66 -5.27 -1.72
C 0.44 -4.66 -1.23
P -0.53 -4.02 -2.73
F -1.43 -3.61 -4.17
C -1.80 -3.07 -1.70
C -1.22 -1.85 -0.85
C -0.21 -0.90 -1.63
O 1.13 -1.46 -1.60
C 2.02 -0.71 -2.38
C 3.51 -1.27 -2.60
O 1.75 0.39 -2.91
H 3.52 -5.20 -0.73
H 2.66 -3.56 -0.81
H 3.48 -4.26 -2.29
H 0.59 -3.91 -0.39
H -0.19 -5.51 -0.78
H 0.66 -3.49 -3.32
H -0.85 -5.40 -3.03
H -2.42 -3.80 -1.06
H -2.55 -2.62 -2.44
H -0.75 -2.25 0.11
H -2.12 -1.22 -0.50
H -0.56 -0.62 -2.68
H -0.16 0.08 -1.04
H 4.01 -1.50 -1.59
H 4.15 -0.50 -3.14
H 3.49 -2.22 -3.23
C -4.76 -0.13 4.40
O -3.89 0.06 3.28
C -2.82 0.84 3.54
O -2.55 1.35 4.59
O -2.08 0.93 2.41
C -0.91 1.73 2.54
H -5.58 -0.76 4.07
H -4.23 -0.63 5.21
H -5.17 0.82 4.73
H -0.23 1.30 3.28
H -1.16 2.76 2.80
H -0.40 1.74 1.57
C 5.82 -0.87 -6.21
O 6.62 -1.99 -6.57
C 6.65 -2.96 -5.65
O 6.08 -2.95 -4.59
O 7.44 -3.95 -6.11
C 7.56 -5.06 -5.22
H 5.87 -0.15 -7.03
H 4.78 -1.16 -6.08
H 6.21 -0.39 -5.31
H 6.59 -5.52 -5.05
H 8.02 -4.75 -4.28
H 8.21 -5.79 -5.70
C -6.03 5.26 -0.51
O -5.23 4.14 -0.87
C -5.19 3.17 0.05
O -5.77 3.18 1.11
O -4.41 2.19 -0.41
C -4.28 1.07 0.48
H -5.99 5.98 -1.32
H -7.07 4.96 -0.37
H -5.65 5.74 0.40
H -5.25 0.61 0.65
H -3.83 1.38 1.42
H -3.63 0.34 0.00
C 1.49 6.05 7.53
O 0.76 4.99 6.92
C -0.41 5.37 6.38
O -0.86 6.49 6.38
O -0.99 4.29 5.84
C -2.25 4.55 5.22
H 2.41 5.63 7.93
H 1.75 6.82 6.80
H 0.92 6.48 8.36
H -2.14 5.26 4.40
H -2.97 4.92 5.96
H -2.62 3.61 4.82
*
```

Löwdin atomic charge list, values in e, 5 entries:
1 C -0.13
2 O -0.27
3 C -0.40
4 P 0.85
5 F -0.43

***

For the records above, the corresponding total energy values read -93723.7084 -6246.8152 -82482.0242 -63068.2650 eV.